1.
Below is a 9-piece molecular cluster, C18H30Cl9N3O9 overall in a non-equilibrium geometry, with properties calculated with wB97M-V/def2-TZVPD.

Its expectation value of S² is 0.75. For the HOMO-LUMO gap (alpha / beta), the calculation gives 1.82 / 8.17 eV. As for the highest occupied orbital energy (alpha / beta): -0.245 / -6.593 eV. The total charge is -1. Its spin multiplicity is 2.

Geometry (Å):
C1 1.992 -3.279 -0.743
C2 3.353 -3.917 -0.572
N1 4.381 -4.380 -0.408
H1 1.213 -4.027 -0.598
H2 1.853 -2.557 -1.547
H3 1.981 -2.654 0.151
C3 -0.826 3.121 0.288
C4 -1.743 2.998 -0.860
N2 -2.411 2.900 -1.806
H4 0.209 2.907 0.023
H5 -1.192 2.494 1.102
H6 -0.805 4.147 0.654
C5 -2.553 0.693 -4.820
C6 -2.866 1.886 -5.685
N3 -3.084 2.791 -6.340
H7 -2.355 0.956 -3.781
H8 -1.632 0.171 -5.083
H9 -3.327 -0.055 -4.993
C7 0.700 0.224 -1.919
O1 0.895 0.547 -0.532
C8 0.347 -0.252 0.343
O2 -0.149 -1.384 0.220
O3 0.411 0.402 1.544
C9 -0.214 -0.253 2.733
H10 1.692 0.084 -2.348
H11 0.220 1.077 -2.398
H12 0.096 -0.671 -2.072
H13 0.381 -0.996 3.264
H14 -1.030 -0.909 2.429
H15 -0.670 0.492 3.386
C10 3.231 3.739 -6.130
O4 1.786 3.973 -6.174
C11 1.011 3.793 -5.112
O5 1.352 3.218 -4.114
O6 -0.231 4.383 -5.345
C12 -1.200 4.535 -4.286
H16 3.620 2.726 -6.233
H17 3.460 4.075 -5.119
H18 3.693 4.429 -6.836
H19 -1.715 3.625 -3.977
H20 -1.956 5.302 -4.458
H21 -0.702 4.829 -3.362
C13 -2.233 -3.613 1.666
O7 -1.501 -3.423 2.916
C14 -1.831 -4.055 4.096
O8 -2.860 -4.722 4.271
O9 -0.983 -3.702 5.051
C15 -1.050 -4.241 6.388
H22 -2.290 -2.792 0.952
H23 -3.251 -3.916 1.911
H24 -1.750 -4.478 1.210
H25 -1.962 -4.028 6.947
H26 -0.202 -4.030 7.040
H27 -0.910 -5.316 6.269
C16 1.812 -1.212 6.512
Cl1 2.512 -2.819 6.382
Cl2 3.113 0.003 6.200
Cl3 0.992 -0.766 7.993
H28 1.021 -1.150 5.765
C17 4.328 0.799 -3.220
Cl4 3.839 -0.904 -3.083
Cl5 5.475 0.899 -4.576
Cl6 4.809 1.619 -1.754
H29 3.503 1.417 -3.574
C18 -3.616 -0.149 5.307
Cl7 -3.068 1.118 4.219
Cl8 -2.127 -0.921 5.880
Cl9 -4.895 -1.302 4.706
H30 -4.092 0.500 6.042

---

2.
Below is C59H55Cl2N5P3SiTi as an isolated structure, with properties calculated with wB97M-V/def2-TZVPD.

Its expectation value of S² is 0.80. For the HOMO-LUMO gap (alpha / beta), the calculation gives 7.07 / 6.65 eV. As for the highest occupied orbital energy (alpha / beta): -12.239 / -12.678 eV. The total charge is +2. Its spin multiplicity is 2. The calculation puts the energy relative to the best compared isomer or geometry (same formula, charge and spin) at 111.9 kJ/mol.

Geometry (Å):
Ti1 0.404 0.474 -0.769
C1 -2.159 6.296 -0.115
C2 -3.228 5.521 0.311
C3 -3.088 4.146 0.426
C4 -1.871 3.530 0.130
C5 -0.814 4.316 -0.317
C6 -0.951 5.691 -0.434
P1 -1.728 1.730 0.360
C7 -3.295 1.110 -0.366
C8 -4.017 0.096 0.261
C9 -5.270 -0.271 -0.213
C10 -5.819 0.380 -1.306
C11 -5.098 1.382 -1.946
C12 -3.844 1.742 -1.484
C13 -1.958 1.392 2.118
C14 -2.573 2.227 3.046
C15 -2.796 1.763 4.331
C16 -2.402 0.479 4.692
C17 -1.754 -0.331 3.774
C18 -1.529 0.113 2.468
Si1 -0.556 -0.875 1.199
C19 -1.557 -2.313 0.567
C20 -2.255 -3.078 1.519
C21 -2.988 -4.192 1.161
C22 -3.026 -4.577 -0.175
C23 -2.347 -3.841 -1.126
C24 -1.636 -2.686 -0.769
P2 -0.796 -1.753 -2.194
C25 -2.223 -1.199 -3.223
C26 -2.077 -0.346 -4.325
C27 -3.138 -0.086 -5.177
C28 -4.377 -0.668 -4.952
C29 -4.554 -1.462 -3.834
C30 -3.497 -1.712 -2.971
C31 -0.190 -3.307 -2.985
C32 -0.433 -3.582 -4.324
C33 0.070 -4.743 -4.898
C34 0.823 -5.627 -4.141
C35 1.055 -5.362 -2.798
C36 0.543 -4.210 -2.222
C37 0.859 -1.475 2.288
C38 0.913 -2.698 2.954
C39 1.849 -2.917 3.957
C40 2.721 -1.901 4.326
C41 2.681 -0.677 3.669
C42 1.774 -0.470 2.631
P3 1.624 1.105 1.697
C43 1.035 2.334 2.914
C44 0.869 2.018 4.260
C45 0.461 2.992 5.161
C46 0.209 4.286 4.732
C47 0.354 4.606 3.389
C48 0.765 3.635 2.491
C49 3.357 1.653 1.403
C50 4.466 0.828 1.572
C51 5.752 1.307 1.346
C52 5.950 2.612 0.926
C53 4.850 3.437 0.726
C54 3.572 2.960 0.962
H1 -2.272 7.367 -0.213
H2 -4.178 5.983 0.544
H3 -3.942 3.552 0.730
H4 0.126 3.854 -0.591
H5 -0.121 6.287 -0.788
H6 -3.631 -0.396 1.143
H7 -5.824 -1.050 0.295
H8 -6.810 0.118 -1.654
H9 -5.518 1.893 -2.802
H10 -3.310 2.544 -1.976
H11 -2.868 3.233 2.782
H12 -3.271 2.408 5.058
H13 -2.578 0.124 5.699
H14 -1.397 -1.304 4.093
H15 -2.227 -2.787 2.563
H16 -3.516 -4.765 1.912
H17 -3.587 -5.453 -0.476
H18 -2.387 -4.169 -2.155
H19 -1.152 0.159 -4.532
H20 -2.989 0.574 -6.021
H21 -5.198 -0.487 -5.633
H22 -5.524 -1.890 -3.615
H23 -3.693 -2.305 -2.093
H24 -1.029 -2.907 -4.928
H25 -0.134 -4.957 -5.939
H26 1.215 -6.530 -4.591
H27 1.616 -6.065 -2.196
H28 0.670 -4.043 -1.158
H29 0.215 -3.486 2.696
H30 1.884 -3.870 4.469
H31 3.428 -2.054 5.130
H32 3.354 0.112 3.981
H33 1.038 1.012 4.618
H34 0.339 2.732 6.204
H35 -0.104 5.041 5.440
H36 0.145 5.607 3.036
H37 0.856 3.903 1.447
H38 4.342 -0.199 1.883
H39 6.602 0.659 1.521
H40 6.952 2.990 0.768
H41 4.989 4.460 0.401
H42 2.736 3.631 0.809
C55 5.437 -2.107 -0.454
N1 3.980 -2.084 -0.351
C56 3.336 -3.315 0.104
C57 3.214 -1.049 -0.730
N2 1.919 -1.010 -0.543
N3 3.877 -0.021 -1.365
C58 3.328 1.142 -1.828
N4 4.144 1.891 -2.590
N5 2.109 1.470 -1.543
H43 5.771 -2.523 -1.408
H44 5.823 -2.729 0.351
H45 5.864 -1.119 -0.302
H46 4.100 -4.079 0.208
H47 2.612 -3.661 -0.636
H48 2.853 -3.173 1.073
H49 1.627 -1.841 -0.044
H50 4.828 -0.201 -1.633
H51 5.067 1.590 -2.850
H52 3.831 2.776 -2.947
H53 1.827 2.318 -2.020
Cl1 -0.621 1.769 -2.395
C59 0.906 -0.836 -3.477
Cl2 2.421 -1.691 -3.524
H54 0.358 -1.062 -4.378
H55 1.036 0.220 -3.282

---

3.
Below is C9H18ClIMgO9 as an isolated structure in a non-equilibrium geometry, with properties calculated with wB97M-V/def2-TZVPD.

For the HOMO-LUMO gap, the calculation gives 4.74 eV. As for the highest occupied orbital energy: -8.590 eV. The total charge is 0. Its spin multiplicity is 1. The calculation puts the energy relative to the best compared isomer or geometry (same formula, charge and spin) at 955.8 kJ/mol.

Geometry (Å):
Mg1 40.627 -11.128 -6.742
I1 41.913 -14.963 -6.551
Cl1 41.822 -8.052 -8.013
C1 35.738 -7.542 -5.300
O1 35.081 -8.801 -5.235
C2 35.689 -9.961 -5.253
O2 36.856 -10.160 -5.590
O3 34.706 -10.885 -4.991
C3 34.957 -12.331 -5.223
H1 35.056 -6.701 -5.423
H2 36.371 -7.492 -6.186
H3 36.303 -7.289 -4.403
H4 33.997 -12.620 -5.649
H5 35.081 -12.726 -4.214
H6 35.831 -12.497 -5.853
C4 41.634 -10.423 1.121
O4 41.481 -10.722 -0.321
C5 41.587 -9.782 -1.247
O5 41.537 -10.016 -2.459
O6 41.761 -8.530 -0.689
C6 41.714 -7.363 -1.478
H7 41.523 -11.323 1.725
H8 40.908 -9.741 1.564
H9 42.583 -9.905 1.260
H10 42.303 -7.430 -2.393
H11 41.856 -6.424 -0.943
H12 40.713 -7.342 -1.909
C7 34.460 -12.641 -12.517
O7 35.572 -12.725 -11.633
C8 36.409 -11.633 -11.290
O8 37.355 -11.662 -10.507
O9 35.901 -10.498 -11.689
C9 36.487 -9.167 -11.552
H13 34.874 -12.726 -13.522
H14 33.972 -11.670 -12.429
H15 33.673 -13.390 -12.426
H16 35.734 -8.521 -12.003
H17 37.293 -9.098 -12.283
H18 36.817 -8.768 -10.593

---

> The highest total charge belongs to which entry?

C59H55Cl2N5P3SiTi

---

> Which formula does entry 2 have?

C59H55Cl2N5P3SiTi

---

> The lowest total charge belongs to which entry?

C18H30Cl9N3O9

---

> Which of these has the lowest total charge?

C18H30Cl9N3O9